1.
Density functional theory data (the ωB97M-V functional and the def2-TZVPD basis) for a 4-piece molecular cluster, C24H50N6O6P overall in a non-equilibrium geometry.

Last column: Löwdin charge in e.
Element x y z (Å)
N  0.7518  1.9300  -2.6328  0.217
C  1.2830  0.7009  -2.5391  -0.182
N  2.4717  0.3299  -1.7064  0.080
C  1.9649  -0.9166  -1.0293  -0.274
C  0.9405  -0.6546  0.2027  -0.081
C  1.7148  -0.2085  1.5514  -0.188
O  1.5815  -0.9195  2.5785  0.019
C  1.1314  -1.7143  -2.1904  -0.370
P  1.9652  -3.2950  -2.8991  0.961
O  0.7069  -3.9880  -3.8714  -0.330
O  2.0083  -4.3417  -1.5104  -0.316
N  0.8894  -0.5690  -3.1092  -0.006
C  -0.3126  -0.6096  -3.9947  -0.126
C  -1.6235  -1.2183  -3.3201  -0.170
C  -2.2099  -2.5845  -3.7993  -0.026
C  -3.4760  -3.1553  -3.0764  -0.040
C  -4.0830  -2.3384  -1.8948  -0.053
C  -3.5100  -0.9690  -1.4209  -0.049
C  -2.2600  -0.3986  -2.1370  -0.030
H  0.5189  2.4123  -1.7508  0.122
H  0.5337  2.3818  -3.5281  0.148
H  3.2771  0.0131  -2.2828  0.150
H  2.7723  -1.6862  -0.7249  0.158
H  0.1475  0.1224  -0.1214  0.116
H  0.3601  -1.6035  0.4876  0.131
H  2.3398  0.7538  1.5034  0.124
H  0.2705  -2.1466  -1.5733  0.115
H  0.0370  -4.3544  -3.2399  0.053
H  1.1518  -4.1417  -1.0466  0.065
H  -0.5720  0.4813  -4.2811  0.127
H  -0.1215  -1.1441  -5.0012  0.147
H  -1.6802  -3.1104  -4.6653  0.097
H  -3.9174  -4.1584  -3.4124  0.101
H  -4.9911  -2.7626  -1.3339  0.099
H  -3.9444  -0.3608  -0.5524  0.098
H  -1.7552  0.5967  -1.8501  0.088
C  -0.1181  2.8178  3.1000  -0.057
C  0.8134  3.4353  2.0596  -0.424
C  1.4200  4.7851  2.4934  -0.197
O  0.5180  5.8811  2.4245  -0.185
C  -0.3835  5.9722  3.5172  -0.097
N  0.0920  3.5557  0.7825  0.038
H  -1.1032  3.2878  3.1174  0.067
H  -0.2797  1.7581  2.8825  0.066
H  0.3115  2.8882  4.1035  0.090
H  1.6448  2.7361  1.9171  0.105
H  2.2308  5.0289  1.7973  0.123
H  1.8773  4.7210  3.4877  0.125
H  0.0733  5.6524  4.4584  0.095
H  -1.2807  5.3870  3.3090  0.062
H  -0.6909  7.0149  3.6181  0.092
H  0.7497  3.8637  0.0672  0.060
H  -0.5587  4.3372  0.8677  0.073
C  3.9865  -7.4968  1.9092  -0.076
C  5.3886  -7.8125  1.3957  -0.429
C  5.8915  -6.8280  0.3195  -0.202
O  5.3144  -7.0139  -0.9694  -0.186
C  4.0182  -6.4604  -1.1187  -0.129
N  5.4176  -9.1991  0.9138  0.038
H  3.2030  -7.8098  1.2163  0.062
H  3.8015  -8.0212  2.8502  0.078
H  3.8681  -6.4249  2.0979  0.075
H  6.0695  -7.7344  2.2506  0.136
H  6.9655  -6.9976  0.1852  0.122
H  5.7823  -5.7856  0.6442  0.116
H  3.8986  -5.5323  -0.5538  0.069
H  3.2634  -7.1901  -0.8185  0.078
H  3.8599  -6.2453  -2.1776  0.081
H  6.3775  -9.4431  0.6768  0.074
H  4.9319  -9.2247  0.0177  0.070
C  -6.1747  5.8109  0.1539  -0.071
C  -5.4460  4.7022  0.9079  -0.427
C  -4.6649  5.1995  2.1415  -0.198
O  -3.4468  5.8736  1.8382  -0.218
C  -3.6066  7.2256  1.4381  -0.096
N  -4.5711  3.9838  -0.0290  0.033
H  -5.5067  6.4045  -0.4731  0.065
H  -6.9308  5.3832  -0.5096  0.079
H  -6.6855  6.4877  0.8456  0.082
H  -6.2088  4.0025  1.2671  0.137
H  -4.3742  4.3221  2.7304  0.119
H  -5.2936  5.8149  2.7960  0.123
H  -4.4312  7.7163  1.9629  0.096
H  -3.7547  7.2816  0.3582  0.075
H  -2.6820  7.7593  1.6679  0.086
H  -4.1729  3.1774  0.4493  0.063
H  -3.7645  4.5791  -0.2153  0.062

Its total charge is +1. The HOMO energy is -0.38733 hartree.


2.
Density functional theory data (the ωB97M-V functional and the def2-TZVPD basis) for C22H41ClNP3SY as an isolated structure in a non-equilibrium geometry.

Last column: Löwdin charge in e.
Element x y z (Å)
Y  0.0689  0.1510  1.1527  0.529
P  -1.6666  0.6957  2.5404  0.737
P  0.5514  -2.0463  1.6564  0.748
P  -1.2928  -0.5326  -0.5910  0.739
H  2.2814  1.2863  -0.2513  0.071
C  1.2199  1.1085  -0.4342  -0.284
C  0.2537  2.0447  0.1228  -0.298
H  0.6169  2.8812  0.7134  0.075
C  -1.3982  1.6760  4.0930  -0.211
C  -2.8228  -0.5630  3.2716  -0.210
C  -2.9198  1.8319  1.7790  -0.218
C  1.8850  -2.9355  0.7083  -0.209
C  1.1009  -2.5260  3.3674  -0.223
C  -0.7508  -3.3694  1.5295  -0.227
C  -1.8512  0.7303  -1.8238  -0.232
C  -2.9379  -1.3427  -0.3242  -0.216
C  -0.5533  -1.7330  -1.7898  -0.238
H  1.0685  0.7464  -1.4528  0.042
H  -0.5956  2.3432  -0.4856  0.043
H  -0.7830  2.5529  3.8707  0.066
H  -0.8799  1.0641  4.8348  0.034
H  -2.3533  2.0090  4.5166  0.076
H  -2.2532  -1.2203  3.9366  0.049
H  -3.2549  -1.1773  2.4780  0.028
H  -3.6347  -0.0951  3.8428  0.077
H  -2.4059  2.7415  1.4554  0.057
H  -3.7200  2.0935  2.4822  0.074
H  -3.3637  1.3678  0.8946  0.023
H  2.0155  -3.9706  1.0486  0.074
H  2.8292  -2.3976  0.8190  0.059
H  1.6316  -2.9353  -0.3545  0.031
H  1.2544  -3.6091  3.4374  0.075
H  0.3324  -2.2278  4.0870  0.044
H  2.0341  -2.0270  3.6371  0.057
H  -0.3496  -4.3372  1.8515  0.074
H  -1.1090  -3.4711  0.5027  0.027
H  -1.5995  -3.1055  2.1665  0.043
H  -2.4364  0.2397  -2.6088  0.052
H  -0.9899  1.2254  -2.2785  0.043
H  -2.4691  1.4884  -1.3359  0.054
H  -3.3626  -1.6733  -1.2786  0.071
H  -3.6256  -0.6276  0.1346  0.041
H  -2.8449  -2.2013  0.3417  0.026
H  -1.2105  -1.8890  -2.6529  0.041
H  -0.3740  -2.6954  -1.3061  0.028
H  0.4076  -1.3375  -2.1288  0.043
C  0.4049  0.3389  -6.4490  -0.526
C  1.2767  -0.3686  -7.2865  -0.043
C  2.1016  0.3196  -8.1742  0.006
C  2.0692  1.7128  -8.2392  0.040
C  1.1999  2.4160  -7.4040  0.001
C  0.3709  1.7388  -6.5128  -0.060
S  -0.6747  -0.4630  -5.2940  1.011
H  -0.3009  -1.7215  -5.5860  -0.061
H  1.3111  -1.4537  -7.2453  0.124
H  2.7731  -0.2415  -8.8182  0.139
H  2.7137  2.2443  -8.9324  0.145
H  1.1638  3.5011  -7.4435  0.136
H  -0.3028  2.2942  -5.8663  0.123
Cl  1.7422  0.1436  6.9034  0.740
C  2.0616  0.8277  5.3175  -0.593
C  3.0391  1.7896  5.1332  -0.028
C  3.2465  2.3131  3.8554  0.007
C  2.4574  1.8612  2.7814  -0.080
N  1.4847  0.9209  2.9762  -0.044
C  1.3089  0.4130  4.2252  -0.235
H  3.6271  2.1297  5.9762  0.133
H  4.0066  3.0660  3.7058  0.127
H  2.6267  2.2827  1.8052  0.101
H  0.5503  -0.2959  4.3964  0.050

Its total charge is +3. The HOMO energy (alpha / beta) is -0.62019 / -0.56409 hartree.


3.
Density functional theory data (the ωB97M-V functional and the def2-TZVPD basis) for a 3-piece molecular cluster, C5H11NO overall.

Last column: natural (NBO) charge in e.
Element x y z (Å)
C  -0.0309  -0.9433  -2.0884  -0.378
C  -0.8331  -1.5339  -1.2049  -0.408
C  -0.4057  0.4684  1.2269  0.218
C  0.1673  -0.4813  2.2364  -0.683
N  0.2694  1.4428  0.7603  -0.517
C  -0.3586  2.2149  -0.2363  0.537
O  -1.4976  2.6133  -0.2084  -0.543
H  -0.3996  -0.1902  -2.7878  0.199
H  2.4762  0.1334  -0.8582  -0.026
H  1.0288  -1.1935  -2.1501  0.198
H  -1.8962  -1.2941  -1.1450  0.198
H  -0.4590  -2.2907  -0.5110  0.194
H  -1.4243  0.2668  0.8666  0.174
H  -0.2105  -1.4949  2.0623  0.223
H  1.2581  -0.4746  2.1853  0.237
H  -0.1356  -0.1834  3.2467  0.242
H  2.1115  0.5085  -0.3285  0.016
H  0.3399  2.4317  -1.0660  0.119

Its total charge is 0. The HOMO energy is -0.36577 hartree. The structure (SMILES) is C/C=N/C=O.[H][H].C=C.


4.
Density functional theory data (the ωB97M-V functional and the def2-TZVPD basis) for an isolated ion of composition C4H8N3 and charge +1 in a non-equilibrium geometry.

Last column: natural (NBO) charge in e.
Element x y z (Å)
C  2.7574  -0.5866  0.2829  0.308
C  1.4788  1.2103  -0.0406  0.279
C  -1.4086  0.2271  0.6693  -0.621
C  -0.7453  0.3099  -0.7347  -0.261
N  2.6164  0.7559  0.4176  -0.485
N  1.7869  -1.1883  -0.3108  -0.378
N  0.6824  0.4434  -0.6802  -0.093
H  3.7906  -0.8546  0.4992  0.283
H  1.2663  2.3707  -0.0384  0.304
H  -2.0845  1.0536  0.8523  0.248
H  -0.5681  0.2643  1.3528  0.213
H  -1.8899  -0.7372  0.7284  0.241
H  -1.1033  1.2373  -1.3128  0.284
H  -0.8702  -0.6121  -1.3122  0.254
H  1.5202  -2.0797  -0.4426  0.424

Its total charge is +1. The HOMO energy is -0.56007 hartree.


5.
Density functional theory data (the ωB97M-V functional and the def2-TZVPD basis) for one molecule with the formula C18H19N3O3S in a non-equilibrium geometry.

Last column: natural (NBO) charge in e.
Element x y z (Å)
C  -3.5218  -2.0806  2.2983  -0.635
H  -3.0032  -2.6157  1.5076  0.237
H  -2.9241  -2.1210  3.2057  0.215
H  -4.4745  -2.5641  2.4952  0.202
C  -3.7180  -0.6240  1.8828  -0.217
N  -4.2834  -0.4160  0.5694  -0.696
S  -3.2199  -0.5732  -0.6971  2.313
O  -2.3953  -1.7480  -0.5929  -0.951
O  -3.9501  -0.3689  -1.9116  -0.938
C  -2.1564  0.8489  -0.4270  -0.240
C  -0.8181  0.6443  -0.1623  -0.222
C  0.0187  1.7414  0.0237  -0.145
C  -0.5232  3.0238  -0.0359  -0.137
C  -1.8664  3.2145  -0.3111  -0.212
C  -2.6913  2.1197  -0.5164  -0.180
H  -3.7393  2.2297  -0.7433  0.236
H  -2.2687  4.2142  -0.3661  0.226
H  0.1332  3.8641  0.1338  0.240
C  1.4793  1.6151  0.3265  0.672
O  2.0673  2.4459  0.9843  -0.589
N  2.0549  0.5054  -0.2244  -0.618
C  3.3762  0.0726  -0.1416  0.260
C  4.3508  0.7471  0.5936  -0.262
C  5.6409  0.2614  0.6351  -0.134
C  5.9801  -0.9035  -0.0544  -0.211
C  5.0053  -1.5806  -0.7901  -0.128
C  3.7177  -1.0941  -0.8307  -0.272
H  2.9630  -1.6189  -1.3995  0.215
H  5.2667  -2.4823  -1.3234  0.230
C  7.3023  -1.3976  -0.0098  0.277
N  8.3755  -1.8000  0.0259  -0.306
H  6.3964  0.7828  1.2034  0.230
H  4.0901  1.6466  1.1249  0.262
H  1.4572  -0.0797  -0.7931  0.405
H  -0.4793  -0.3782  -0.0817  0.242
C  -5.6734  -0.7261  0.3002  -0.216
C  -5.9329  -2.1707  -0.1183  -0.626
H  -5.7108  -2.8683  0.6836  0.205
H  -6.9765  -2.2854  -0.4018  0.216
H  -5.3075  -2.4108  -0.9741  0.223
H  -6.2495  -0.4669  1.1925  0.203
H  -5.9748  -0.0673  -0.5183  0.219
H  -2.7466  -0.1206  1.8676  0.205
H  -4.3552  -0.1049  2.6066  0.204

Its total charge is 0. The HOMO energy is -0.33274 hartree. The structure (SMILES) is CCN(CC)S(=O)(=O)c1cccc(C(=O)Nc2ccc(C#N)cc2)c1.


6.
Density functional theory data (the ωB97M-V functional and the def2-TZVPD basis) for C4H3CrLiO6 as an isolated structure in a non-equilibrium geometry.

Last column: Löwdin spin population.
Element x y z (Å)
O  2.4660  -1.4843  -2.5925  0.000
C  1.5811  -0.8292  -1.9656  0.000
O  0.3659  -0.8707  -2.3022  0.000
O  2.0098  -0.0850  -0.9511  0.000
C  1.1975  0.9705  -0.3617  0.000
O  -0.8854  1.0681  0.8045  0.008
C  -1.7603  0.7083  1.7351  0.036
C  0.3752  0.3835  0.7109  0.001
O  -1.4864  -0.1104  2.6495  0.096
O  -2.9512  1.1134  1.5780  0.071
Li  0.9985  -2.0686  -3.7024  0.000
Cr  -3.6229  0.0461  3.1049  4.785
H  0.5754  1.4196  -1.1495  0.000
H  0.1546  -0.6959  0.6476  0.001
H  0.9821  0.4344  1.7947  0.001

Its total charge is -1. The HOMO energy (alpha / beta) is -0.03852 / -0.03860 hartree. Its spin multiplicity is 6.


7.
Density functional theory data (the ωB97M-V functional and the def2-TZVPD basis) for C3H2S3 as an isolated structure in a non-equilibrium geometry.

Last column: natural (NBO) charge in e.
Element x y z (Å)
C  1.2747  0.2232  -0.1162  -0.427
C  -0.8192  -0.6677  1.0257  -0.387
C  -0.9291  0.0835  -0.4546  -0.554
S  0.3450  0.6070  -1.5597  0.327
S  -1.5683  0.9717  0.9264  0.276
S  -1.6821  -1.5205  -0.3027  0.322
H  1.4294  0.9367  0.7169  0.225
H  1.9496  -0.6341  -0.2358  0.217

Its total charge is 0. The HOMO energy (alpha / beta) is -0.31442 / -0.31837 hartree.


8.
Density functional theory data (the ωB97M-V functional and the def2-TZVPD basis) for one molecule with the formula C4H10ClN in a non-equilibrium geometry.

Last column: natural (NBO) charge in e.
Element x y z (Å)
C  1.0500  -1.6751  -0.0320  -0.634
C  -0.1469  1.9047  -0.2979  -0.437
C  0.7142  -0.2700  -0.4801  -0.237
C  -1.2491  -0.1235  1.0090  -0.205
N  0.1467  0.6883  0.4195  -0.407
Cl  -2.4497  -0.6009  -0.3011  -0.117
H  0.2528  -2.3733  -0.1235  0.208
H  1.7779  -1.9588  -0.8006  0.225
H  1.3553  -1.6809  1.0281  0.214
H  -1.2046  2.1128  -0.2421  0.204
H  0.3971  2.6762  0.2610  0.206
H  0.2280  1.8858  -1.3979  0.192
H  1.6590  0.1558  -0.8242  0.191
H  0.0430  -0.2910  -1.2892  0.174
H  -0.7338  -0.9618  1.3314  0.199
H  -1.8399  0.5117  1.7394  0.225

Its total charge is 0. The HOMO energy is -0.32823 hartree. The structure (SMILES) is CCN(C)CCl.